ORCA calculation (wB97M-V/def2-TZVPD) on one molecule with the formula C5H11OP in a non-equilibrium geometry.

The HOMO energy comes out at -9.90 eV. The frontier orbital gap is 10.82 eV.

Each line ends with the natural charge from an NBO analysis.
Geometry (Å):
1 C 1.752300 -0.376218 0.251945  -0.174
2 C 0.535897 -0.372947 -0.479033  -0.465
3 C 2.863508 -1.054924 0.064853  -0.404
4 C -0.583739 0.396862 0.226710  -0.577
5 C -1.629894 -0.430667 1.037764  -0.642
6 O -2.910382 1.763847 -0.699554  -1.063
7 P -1.552019 1.331557 -1.012225  1.571
8 H -0.739379 2.458885 -1.356694  -0.119
9 H 1.703488 0.390491 1.124833  0.184
10 H 0.741278 0.275505 -1.478681  0.217
11 H 0.307040 -1.479214 -0.709691  0.246
12 H 2.940853 -1.670611 -0.785604  0.198
13 H 3.630285 -0.901723 0.883590  0.218
14 H -0.241177 1.187089 0.975029  0.248
15 H -1.153896 -1.188049 1.686954  0.218
16 H -2.350169 -1.114321 0.500397  0.226
17 H -2.163005 0.131715 1.895992  0.240
18 H -1.150989 0.652724 -2.126585  -0.121

Force components x, y, z for each atom (eV/Å):
1.6 2.3 3.5
-1.5 0.4 -3.2
0.6 1.1 2.2
-1.8 0.3 1.3
-0.6 -1.2 2.0
-1.2 -0.3 0.1
1.9 1.5 0.3
0.1 -0.2 0.4
0.5 -1.5 -1.2
-0.4 -1.8 1.7
-0.3 1.9 -0.2
0.6 -1.0 -0.6
-0.5 -0.6 -1.7
0.1 -1.1 -1.1
0.6 0.2 -0.4
0.5 1.4 0.0
0.5 -0.3 -2.0
-0.7 -1.0 -1.1

=====

ORCA calculation (wB97M-V/def2-TZVPD) on C15H28N2PrS5 as an isolated structure in a non-equilibrium geometry.

The HOMO energy (spin up / spin down) comes out at -17.73 / -17.74 eV. As for the charge: +3. As for the spin multiplicity: 3. The frontier orbital gap (spin up / spin down) is 7.51 / 7.91 eV.

Each line ends with the natural charge from an NBO analysis.
Geometry (Å):
1 Pr 0.132534 0.470168 0.383524  1.242
2 C -1.736261 -2.295242 -1.958018  -0.555
3 C -2.773747 -1.187201 -1.851394  -0.514
4 S -2.051787 0.484636 -1.654097  0.246
5 C -1.171685 0.558058 -3.252848  -0.503
6 C -0.326880 1.863064 -3.320488  -0.567
7 S 1.123479 1.999876 -2.300444  0.343
8 C 2.217123 0.668636 -2.814883  -0.546
9 C 3.234081 0.346277 -1.664635  -0.490
10 S 2.740383 -0.573522 -0.105335  0.262
11 C 2.319265 -2.231022 -0.678049  -0.546
12 C 0.995315 -2.462569 -1.454769  -0.492
13 S -0.593379 -2.125132 -0.574927  0.246
14 H -1.192456 -2.274454 -2.988073  0.261
15 H -2.320963 -3.307503 -1.964424  0.307
16 H -3.421508 -1.348097 -0.971098  0.263
17 H -3.425758 -1.089023 -2.691353  0.277
18 H -2.060919 0.624964 -3.900577  0.274
19 H -0.617014 -0.339515 -3.477496  0.220
20 H -0.950953 2.697832 -3.074089  0.268
21 H -0.063325 2.081907 -4.338301  0.279
22 H 2.787529 0.939798 -3.733346  0.287
23 H 1.597776 -0.205412 -3.018367  0.211
24 H 3.702129 1.279606 -1.301260  0.271
25 H 3.997170 -0.327554 -2.087353  0.273
26 H 2.417261 -2.890749 0.196280  0.275
27 H 3.093149 -2.576526 -1.358591  0.282
28 H 0.940744 -3.535109 -1.602397  0.274
29 H 1.065339 -2.000580 -2.407661  0.225
30 C 1.741770 3.658105 2.101607  -0.772
31 S 0.766272 3.469673 0.639917  0.274
32 C -0.861821 4.145732 0.945867  -0.755
33 H 2.812801 3.431007 1.968334  0.273
34 H 1.470473 2.991690 2.933808  0.241
35 H 1.707990 4.712919 2.401076  0.278
36 H -1.648265 3.492107 0.508902  0.231
37 H -0.936543 5.166720 0.476670  0.286
38 H -1.062651 4.164371 2.085589  0.267
39 N -2.078182 -3.171963 4.089044  -0.740
40 C -1.407534 -2.031477 3.692916  0.258
41 C -2.098938 -0.810738 3.405952  -0.228
42 C -1.395324 0.307033 3.012321  -0.004
43 N -0.051855 0.319828 2.789353  -0.656
44 C 0.637092 -0.754630 3.317605  0.082
45 C -0.040900 -1.964197 3.559359  -0.269
46 H -2.781828 -3.099327 4.795336  0.430
47 H -1.589995 -4.022267 4.115877  0.409
48 H -3.172027 -0.742874 3.505019  0.265
49 H -1.963065 1.222873 2.892668  0.247
50 H 1.763673 -0.833961 3.313156  0.256
51 H 0.532219 -2.896236 3.414094  0.253

Force components x, y, z for each atom (eV/Å):
-0.2 1.6 -0.2
-1.0 -1.3 -2.2
0.1 0.4 1.3
0.3 -0.3 0.3
-0.5 1.4 0.2
-0.8 -1.2 -0.7
0.0 -0.1 1.1
0.4 -0.6 0.3
0.1 -0.1 -0.6
0.0 0.6 -0.8
-0.7 -0.7 -0.2
0.6 -1.0 1.6
1.0 -0.6 -0.3
-0.7 0.0 2.0
1.3 1.7 0.3
0.3 0.1 -0.3
-0.4 -0.3 -0.7
0.8 0.1 -0.4
0.2 -0.2 0.1
-0.4 0.6 0.5
0.3 -0.2 -0.7
-0.4 -0.1 0.7
0.2 0.0 -0.2
0.0 -0.5 -0.1
0.0 0.5 0.2
-0.2 0.3 -0.1
0.3 0.1 -0.1
0.1 -0.2 -0.3
-0.4 0.6 -0.8
0.7 0.3 1.7
0.3 -1.2 -1.0
-1.2 0.8 1.6
-0.4 0.1 -0.8
-0.5 0.4 -0.2
-0.1 -0.3 0.1
0.5 0.4 0.1
0.0 -1.0 0.7
0.3 0.3 -1.9
0.4 2.1 -1.0
-2.2 -0.2 0.6
0.3 -0.2 0.6
-0.4 -0.9 -0.2
1.0 0.0 1.9
-0.5 -1.5 -2.1
2.4 -0.1 -1.0
-0.7 0.2 0.0
0.9 -1.1 0.2
-0.1 0.0 0.1
0.2 0.2 -0.4
-1.3 0.7 -0.2
-0.1 0.5 1.2

=====

ORCA calculation (wB97M-V/def2-TZVPD) on C25H32KN8PSe3Si as an isolated structure in a non-equilibrium geometry.

The HOMO energy comes out at -6.21 eV. The frontier orbital gap is 6.41 eV.

Each line ends with the natural charge from an NBO analysis.
Geometry (Å):
1 K 0.170553 -0.132812 -1.173292  0.896
2 C -1.882618 0.133189 3.995818  -0.401
3 N -0.944242 -0.381931 3.007721  -0.339
4 C 0.384532 -0.643639 3.234862  -0.072
5 C 0.881080 -1.125235 2.058978  -0.072
6 N -0.113293 -1.162897 1.116294  -0.504
7 C -1.198780 -0.698661 1.703518  0.064
8 P -2.832326 -0.590553 0.885573  0.721
9 C -2.593973 -1.960144 -0.299559  0.073
10 N -1.770048 -2.046887 -1.328514  -0.461
11 C -1.933816 -3.305528 -1.840034  -0.080
12 C -2.864721 -3.991414 -1.113957  -0.087
13 N -3.285883 -3.137838 -0.134477  -0.339
14 C -4.257472 -3.470627 0.901459  -0.405
15 C -2.593785 0.883461 -0.171870  0.066
16 N -2.148496 0.929208 -1.413815  -0.500
17 C -2.174776 2.252286 -1.778076  -0.071
18 C -2.644271 3.012814 -0.752529  -0.068
19 N -2.916941 2.143506 0.267407  -0.331
20 C -3.404396 2.548903 1.575511  -0.409
21 H -1.395222 0.134116 4.965751  0.220
22 H -2.179308 1.152228 3.759674  0.210
23 H -2.768139 -0.495517 4.046173  0.211
24 H 0.848498 -0.441904 4.186903  0.220
25 H 1.881730 -1.456637 1.828832  0.229
26 H -1.378791 -3.643576 -2.703065  0.214
27 H -3.242458 -4.998584 -1.194933  0.219
28 H -4.777793 -4.378202 0.606590  0.216
29 H -3.767385 -3.640127 1.858569  0.207
30 H -4.981809 -2.670960 1.014217  0.224
31 H -1.859938 2.574109 -2.759934  0.213
32 H -2.776066 4.077682 -0.644723  0.224
33 H -4.132142 3.347367 1.456431  0.216
34 H -3.889228 1.708478 2.063502  0.214
35 H -2.579271 2.907471 2.191228  0.222
36 Se 3.134217 -3.819189 -1.781827  0.191
37 Se 3.948017 -2.401338 -0.162299  0.187
38 C 3.898054 -0.683619 -1.059690  0.060
39 C 4.681544 0.303398 -0.476201  -0.265
40 C 4.802516 1.511347 -1.130650  -0.130
41 C 4.149915 1.693471 -2.340083  -0.257
42 C 3.373349 0.656698 -2.819084  0.042
43 N 3.235145 -0.519360 -2.189410  -0.483
44 C 1.559899 -4.537470 -0.897557  0.065
45 C 0.995513 -5.678638 -1.463796  -0.291
46 C -0.103041 -6.240403 -0.843075  -0.164
47 C -0.611548 -5.649309 0.305100  -0.266
48 C 0.009943 -4.505939 0.773364  0.052
49 N 1.081109 -3.960652 0.188420  -0.447
50 H 5.182537 0.124613 0.467418  0.224
51 H 5.405857 2.300916 -0.701980  0.226
52 H 4.232499 2.619731 -2.892136  0.227
53 H 2.827511 0.759558 -3.750032  0.194
54 H 1.418395 -6.118793 -2.359191  0.225
55 H -0.554072 -7.138622 -1.248784  0.217
56 H -1.462335 -6.070088 0.825953  0.215
57 H -0.354550 -3.990339 1.658674  0.199
58 C 0.561875 5.671759 0.466516  -1.127
59 Si 1.635229 4.365516 -0.351018  1.451
60 C 3.422981 4.850045 -0.044839  -1.130
61 C 1.335981 4.496921 -2.205027  -1.128
62 Se 1.129371 2.344541 0.410677  -1.036
63 H 0.829774 6.689592 0.147995  0.219
64 H 0.659940 5.611535 1.555351  0.233
65 H -0.490140 5.496646 0.212486  0.219
66 H 3.562461 5.935813 -0.137780  0.224
67 H 4.081656 4.365387 -0.773250  0.215
68 H 3.736562 4.543580 0.957688  0.237
69 H 1.696777 5.448699 -2.622293  0.221
70 H 0.263679 4.415687 -2.415593  0.223
71 H 1.844345 3.677161 -2.720302  0.222

Force components x, y, z for each atom (eV/Å):
1.0 -0.1 -0.9
0.2 0.0 -0.2
-0.1 0.0 0.1
-0.2 0.1 -0.1
-0.2 -0.1 -0.1
0.2 -0.1 0.8
0.2 -0.1 0.1
0.2 0.1 0.0
-0.1 -0.2 -0.1
-0.3 -0.4 0.1
0.0 0.2 -0.1
0.0 0.1 0.0
-0.1 0.1 0.1
0.2 0.0 -0.2
-0.1 0.4 -0.1
-0.5 0.5 0.0
-0.1 -0.3 -0.1
0.0 -0.1 0.2
-0.2 -0.1 0.0
0.2 0.0 -0.1
0.0 0.0 0.0
0.0 0.0 0.0
0.0 0.0 0.0
-0.1 0.0 -0.1
-0.1 0.0 0.0
0.0 0.0 0.1
0.0 0.1 0.0
0.0 0.0 0.0
0.0 0.0 0.0
0.0 0.1 0.0
0.0 0.0 0.1
0.0 -0.1 0.0
0.0 0.0 0.0
0.0 -0.1 0.0
0.0 0.0 0.0
-0.2 -0.1 0.1
0.0 0.0 0.0
0.0 0.0 -0.2
0.0 0.0 0.1
0.0 0.1 0.1
0.0 0.0 0.0
-0.1 -0.1 0.1
0.0 0.0 0.0
-0.1 0.2 0.1
0.0 -0.1 -0.1
0.0 -0.1 0.0
0.1 0.0 0.1
0.2 0.1 0.0
0.0 -0.1 -0.1
0.0 0.0 0.0
0.0 0.0 0.0
0.0 0.0 0.0
0.0 0.0 0.0
0.0 0.0 0.0
0.0 0.0 0.0
0.0 0.0 0.0
0.0 0.0 -0.1
-0.1 0.3 0.1
-0.2 -0.3 0.0
0.2 0.1 0.0
0.0 0.2 -0.2
0.0 0.1 0.2
-0.1 -0.2 0.0
0.0 0.0 -0.1
0.1 0.0 0.1
0.0 -0.2 0.0
0.0 0.0 0.1
0.0 0.0 -0.1
-0.1 -0.2 0.1
0.1 0.0 0.0
0.0 0.0 0.0

=====

ORCA calculation (wB97M-V/def2-TZVPD) on one molecule with the formula C2H2O2S in a non-equilibrium geometry.

The HOMO energy comes out at -10.34 eV. The frontier orbital gap is 9.17 eV.

Each line ends with the natural charge from an NBO analysis.
Geometry (Å):
1 C -0.167524 -0.576898 -0.169295  0.323
2 C 0.428317 0.236231 -1.330800  0.351
3 H 0.937175 0.966191 1.632367  0.159
4 H 0.456326 -0.560070 -2.189485  0.127
5 O -0.733398 -1.647548 -0.311663  -0.476
6 O 0.707400 1.407884 -1.386229  -0.445
7 S -0.171892 0.222200 1.446302  -0.038

Force components x, y, z for each atom (eV/Å):
-0.3 -0.1 1.3
-0.1 -1.2 -1.9
0.0 -0.1 -1.0
0.3 1.6 0.6
1.1 2.1 -0.2
-0.3 -1.7 0.5
-0.6 -0.6 0.7